Record 1
{
  "formula": "C3H8O2",
  "method": "wB97M-V/def2-TZVPD",
  "symbols": ["H", "C", "C", "O", "H", "C", "H", "H", "H", "H", "H", "O", "H"],
  "coordinates": [[0.863, 1.120, 2.055], [1.509, 0.181, 0.459], [1.742, 1.302, -0.537], [0.500, 0.507, 1.410], [2.410, -0.128, 0.982], [-2.014, -0.766, -0.374], [2.063, 2.232, -0.069], [2.529, 1.013, -1.241], [-1.292, -0.865, 0.444], [1.126, -0.687, -0.089], [-2.661, 0.135, -0.349], [-2.191, -1.658, -1.157], [0.843, 1.447, -1.120]],
  "forces_ev_per_angstrom": [[0.016, 0.041, -0.027], [-0.352, -0.015, -0.184], [0.558, -0.352, -0.084], [-0.163, -0.034, 0.047], [0.289, 0.014, -0.039], [-0.586, -0.323, 0.506], [-0.162, 0.025, 0.077], [-0.022, -0.013, 0.066], [0.304, 0.198, 0.059], [0.111, 0.033, 0.172], [0.215, 0.016, -0.218], [0.061, 0.114, -0.329], [-0.270, 0.296, -0.048]],
  "lowdin_charge": [0.0829, -0.3214, -0.0868, -0.1000, 0.1075, -0.1422, 0.0727, 0.0764, 0.0601, 0.1065, 0.0850, -0.0087, 0.0679],
  "relative_energy_kcal_mol": 36.5,
  "energy_ev": -7334.4685,
  "smiles": "C=O.CCO",
  "homo_lumo_gap_ev": 10.70,
  "lumo_ev": 0.791,
  "homo_ev": -9.90
}

***

Record 2
{
  "formula": "C3H8O2",
  "method": "wB97M-V/def2-TZVPD",
  "symbols": ["H", "C", "H", "H", "H", "C", "H", "C", "H", "O", "O", "H", "H"],
  "coordinates": [[-0.279, -1.708, 2.417], [0.239, -0.752, 2.441], [-0.438, -0.005, 2.837], [-1.194, 1.994, -3.857], [-0.296, -0.104, -1.865], [0.021, -0.526, -0.033], [1.707, 0.120, 0.988], [0.736, -0.345, 1.062], [1.098, -0.834, 3.105], [-0.821, 1.402, -3.195], [0.472, -0.218, -1.291], [-0.968, -0.976, 0.008], [-0.276, 1.951, -2.618]],
  "forces_ev_per_angstrom": [[-0.011, -0.036, 0.027], [0.449, 0.116, -0.635], [-0.115, 0.165, 0.244], [0.039, -0.062, 0.096], [0.146, -0.050, -0.200], [-0.057, -0.121, -0.208], [0.159, 0.069, -0.069], [-0.254, -0.167, 0.404], [-0.132, -0.084, 0.164], [-0.027, 0.070, 0.051], [-0.189, 0.114, 0.262], [0.005, -0.015, -0.014], [-0.013, 0.000, -0.121]],
  "lowdin_charge": [0.0676, -0.1114, 0.0630, 0.0474, 0.0554, -0.2274, 0.0991, -0.1524, 0.0633, -0.0541, -0.0213, 0.1231, 0.0475],
  "relative_energy_kcal_mol": 26.4,
  "energy_ev": -7334.9073,
  "smiles": "C/C=C/O.O",
  "homo_lumo_gap_ev": 9.16,
  "lumo_ev": 0.651,
  "homo_ev": -8.51
}

***

Record 3
{
  "formula": "C3H8O2",
  "method": "wB97M-V/def2-TZVPD",
  "symbols": ["H", "C", "O", "C", "H", "H", "H", "H", "H", "H", "C", "H", "O"],
  "coordinates": [[2.210, -0.932, -0.592], [-1.526, -0.507, -0.216], [1.855, 1.043, -0.361], [-0.813, -1.248, -1.058], [0.426, 1.921, 0.617], [-0.446, -0.849, -2.001], [-0.109, 1.724, 2.038], [-1.752, 0.535, -0.407], [-1.904, -0.909, 0.721], [-0.587, -2.291, -0.853], [1.768, -0.108, -0.003], [1.247, -0.402, 0.924], [-0.381, 1.995, 1.155]],
  "forces_ev_per_angstrom": [[-0.011, 0.100, 0.029], [0.061, -0.143, -0.134], [-0.001, -0.504, 0.158], [-0.189, 0.033, 0.044], [-0.065, 0.028, 0.048], [-0.050, -0.013, 0.120], [-0.060, 0.115, -0.066], [0.040, -0.116, -0.022], [0.070, 0.002, -0.126], [-0.030, 0.088, 0.003], [0.054, 0.307, -0.138], [0.054, 0.089, -0.068], [0.127, 0.014, 0.152]],
  "lowdin_charge": [0.0897, -0.0806, -0.0204, -0.1051, -0.0025, 0.0559, 0.0381, 0.0484, 0.0580, 0.0511, -0.1430, 0.0832, -0.0729],
  "relative_energy_kcal_mol": 48.5,
  "energy_ev": -7333.9473,
  "smiles": "C=C.C=O.O",
  "homo_lumo_gap_ev": 10.68,
  "lumo_ev": 0.519,
  "homo_ev": -10.16
}

***

Record 4
{
  "formula": "C3H8O2",
  "method": "wB97M-V/def2-TZVPD",
  "symbols": ["H", "C", "O", "H", "H", "H", "C", "O", "C", "H", "H", "H", "H"],
  "coordinates": [[1.303, -1.716, -0.131], [0.298, -2.145, 0.066], [0.936, 4.930, 1.803], [-0.152, -1.348, -3.009], [-1.573, -0.695, -2.686], [0.317, -3.265, 0.041], [-0.715, -1.473, -0.848], [-0.135, -1.733, 1.383], [-0.842, -1.245, -2.138], [1.823, 5.266, 1.991], [0.337, 5.454, 2.344], [-1.573, -1.257, -0.200], [-0.024, -0.773, 1.383]],
  "forces_ev_per_angstrom": [[-0.315, -0.647, 0.043], [0.080, 0.775, -0.077], [0.256, 0.049, 0.018], [0.648, -0.855, 1.441], [-1.633, 0.347, 0.974], [-0.107, 1.065, -0.051], [-1.146, -0.934, 0.321], [0.799, -0.364, -0.135], [1.733, 0.534, -2.287], [-0.344, -0.068, -0.018], [0.088, 0.013, 0.000], [0.026, 0.266, -0.479], [-0.085, -0.180, 0.251]],
  "lowdin_charge": [0.1185, -0.2381, -0.0661, 0.0651, 0.0364, 0.1307, -0.1754, -0.1113, -0.0129, 0.0360, 0.0301, 0.1053, 0.0818],
  "relative_energy_kcal_mol": 52.0,
  "energy_ev": -7333.7973,
  "smiles": "C=CCO.O",
  "homo_lumo_gap_ev": 10.83,
  "lumo_ev": 0.926,
  "homo_ev": -9.91
}

***

Record 5
{
  "formula": "C3H8O2",
  "method": "wB97M-V/def2-TZVPD",
  "symbols": ["H", "C", "H", "C", "O", "H", "H", "H", "H", "H", "O", "H", "C"],
  "coordinates": [[2.211, -1.283, 1.047], [1.215, -0.801, 1.063], [1.083, -0.441, 2.112], [-1.838, 0.096, -0.978], [-0.683, 0.430, -0.322], [1.738, 0.110, -0.955], [-0.770, 1.354, 0.026], [-2.716, 0.620, -0.563], [-1.791, 0.446, -2.097], [0.386, -1.425, 0.845], [1.601, 1.534, 0.520], [-1.842, -0.986, -0.808], [1.406, 0.347, 0.110]],
  "forces_ev_per_angstrom": [[-0.623, -0.417, -0.036], [1.304, 1.102, 1.167], [0.051, 0.063, -0.894], [-1.025, 0.132, -2.232], [0.286, 2.835, 1.378], [-0.766, 0.047, 0.995], [0.569, -1.121, -0.438], [0.157, -0.574, 0.047], [-0.132, -1.116, 1.727], [-0.346, -0.861, -0.549], [-0.902, -3.609, -1.317], [-0.982, 0.077, -0.835], [2.407, 3.442, 0.988]],
  "lowdin_charge": [0.0899, -0.0610, 0.0981, -0.1559, -0.1849, 0.1362, 0.1286, 0.0857, 0.1154, 0.0518, -0.0513, 0.0885, -0.3411],
  "relative_energy_kcal_mol": 50.5,
  "energy_ev": -7333.8613,
  "smiles": "CC=O.CO",
  "homo_lumo_gap_ev": 10.12,
  "lumo_ev": 0.785,
  "homo_ev": -9.34
}

***

Record 6
{
  "formula": "C3H8O2",
  "method": "wB97M-V/def2-TZVPD",
  "symbols": ["C", "H", "H", "O", "C", "H", "O", "H", "H", "H", "C", "H", "H"],
  "coordinates": [[-1.585, 0.275, 0.261], [-2.474, -0.164, -0.199], [2.568, 0.359, -0.583], [-0.105, -0.508, -1.520], [-0.326, -0.487, -0.128], [0.944, 0.041, 1.560], [2.071, -0.347, -0.152], [0.814, 1.269, 0.264], [-0.421, -1.519, 0.255], [-1.717, 0.234, 1.351], [0.901, 0.195, 0.475], [-1.529, 1.330, -0.033], [0.859, -0.679, -1.550]],
  "forces_ev_per_angstrom": [[-0.019, -0.015, -0.046], [0.121, 0.013, 0.006], [-0.120, -0.125, 0.241], [0.016, -0.055, -0.082], [-0.046, 0.130, 0.411], [0.122, 0.018, -0.176], [0.164, 0.176, 0.155], [0.112, -0.159, 0.086], [0.161, 0.166, -0.071], [0.036, -0.010, -0.206], [-0.110, 0.112, 0.150], [0.044, -0.186, -0.044], [-0.480, -0.064, -0.423]],
  "lowdin_charge": [-0.0513, 0.0808, 0.0993, -0.0401, -0.4547, 0.1257, -0.0724, 0.1279, 0.1451, 0.0844, -0.2046, 0.0825, 0.0775],
  "relative_energy_kcal_mol": 17.3,
  "energy_ev": -7335.3004,
  "smiles": "C[C@@H](O)CO",
  "homo_lumo_gap_ev": 10.87,
  "lumo_ev": 0.794,
  "homo_ev": -10.08
}

***

Record 7
{
  "formula": "C3H8O2",
  "method": "wB97M-V/def2-TZVPD",
  "symbols": ["H", "H", "H", "O", "O", "H", "H", "C", "H", "H", "C", "C", "H"],
  "coordinates": [[-1.545, 0.676, 0.055], [-1.145, -1.827, 0.059], [-0.254, 0.852, -1.174], [0.597, -1.553, -1.088], [0.271, 1.950, 1.189], [0.820, -2.429, -0.788], [1.428, 0.199, 0.777], [0.407, 0.540, 0.885], [1.049, 2.345, 0.792], [-0.014, 0.057, 1.772], [-0.573, 0.308, -0.274], [-0.732, -1.182, -0.721], [-1.381, -1.105, -1.588]],
  "forces_ev_per_angstrom": [[0.011, 0.213, -0.100], [-0.021, 0.052, -0.084], [-0.067, 0.043, 0.313], [-0.080, -0.096, -0.354], [1.073, -0.432, -0.062], [-0.125, -0.422, 0.071], [0.182, 0.137, -0.413], [-2.162, 0.579, 0.409], [-0.037, 0.489, 0.041], [0.187, -0.305, -0.039], [0.255, -1.466, -0.047], [0.949, 1.916, 0.463], [-0.166, -0.708, -0.196]],
  "lowdin_charge": [0.1120, 0.1159, 0.1168, -0.0786, -0.0876, 0.0763, 0.1117, -0.2455, 0.0743, 0.1146, -0.1706, -0.2420, 0.1027],
  "relative_energy_kcal_mol": 27.7,
  "energy_ev": -7334.8480,
  "smiles": "OCCCO",
  "homo_lumo_gap_ev": 10.79,
  "lumo_ev": 0.897,
  "homo_ev": -9.89
}

***

Record 8
{
  "formula": "C3H8O2",
  "method": "wB97M-V/def2-TZVPD",
  "symbols": ["O", "H", "H", "H", "H", "H", "O", "H", "H", "C", "C", "H", "C"],
  "coordinates": [[0.717, -0.267, -0.467], [2.381, 0.956, -0.427], [2.126, -0.380, 0.977], [-0.138, 0.721, 1.187], [-2.909, -0.685, -0.643], [2.611, -0.882, -0.680], [-1.382, 0.638, -0.471], [0.143, 1.786, -0.303], [-1.347, -1.592, -0.154], [-1.985, -0.554, -0.057], [2.073, -0.160, -0.093], [-2.166, -0.351, 1.089], [-0.125, 0.770, 0.043]],
  "forces_ev_per_angstrom": [[-0.843, 0.429, -0.172], [0.034, -2.437, 1.202], [0.645, 0.396, 0.033], [0.093, 0.031, -1.069], [0.303, 0.129, 0.546], [0.333, -0.209, -0.111], [0.133, -0.739, -0.881], [0.704, -0.431, 0.277], [-1.249, 2.847, 0.043], [0.109, -2.009, 2.147], [-0.758, 2.798, -0.752], [-0.207, -1.054, -1.895], [0.702, 0.249, 0.633]],
  "lowdin_charge": [-0.1967, 0.1333, 0.0827, 0.1480, 0.0813, 0.0740, -0.1614, 0.1395, 0.1358, -0.1287, -0.1039, 0.1133, -0.3173],
  "relative_energy_kcal_mol": 52.9,
  "energy_ev": -7333.7581,
  "smiles": "COCOC",
  "homo_lumo_gap_ev": 11.04,
  "lumo_ev": 1.064,
  "homo_ev": -9.98
}

***

Record 9
{
  "formula": "C3H8O2S",
  "method": "wB97M-V/def2-TZVPD",
  "symbols": ["H", "H", "C", "H", "H", "S", "O", "O", "H", "C", "H", "C", "H", "H"],
  "coordinates": [[-0.294, 0.688, 1.467], [0.430, -0.418, -1.231], [1.849, 0.808, 0.740], [-0.079, -1.219, 0.300], [2.024, -0.290, 0.468], [2.324, 0.979, 2.550], [-1.422, 0.060, -0.606], [-2.587, -1.801, -1.872], [-0.043, 1.806, 0.270], [0.327, 0.845, 0.517], [2.229, 1.758, 0.267], [-0.143, -0.266, -0.385], [-2.040, -0.730, -1.446], [-2.576, -2.221, -1.040]],
  "forces_ev_per_angstrom": [[1.251, -0.047, -0.832], [1.588, -0.373, -2.169], [-1.238, -0.164, 1.643], [0.403, 0.760, -1.091], [1.129, 1.866, -0.371], [0.198, 0.037, -0.366], [-3.322, -0.681, -2.502], [0.274, 1.788, -1.492], [-0.189, 1.093, -1.165], [0.414, -0.910, 2.568], [0.482, -1.783, -0.362], [-1.374, -0.119, 3.619], [0.394, -0.629, 1.046], [-0.009, -0.837, 1.474]],
  "lowdin_charge": [0.0938, 0.0668, -0.7517, 0.1251, 0.0428, -0.1201, -0.2724, -0.3736, 0.0667, -0.3670, 0.0270, -0.4799, 0.0514, -0.1090],
  "relative_energy_kcal_mol": 34.0,
  "energy_ev": -18167.9845,
  "homo_lumo_gap_ev": 5.64,
  "total_charge": -2,
  "lumo_ev": 6.261,
  "homo_ev": 0.62
}

***

Record 10
{
  "formula": "C3H8O2S",
  "method": "wB97M-V/def2-TZVPD",
  "symbols": ["H", "H", "H", "C", "H", "O", "S", "O", "H", "H", "H", "C", "H", "C"],
  "coordinates": [[1.286, 0.779, -1.426], [-1.298, -0.882, 1.509], [2.237, -0.713, -0.837], [1.794, 0.269, -0.567], [-0.427, -0.899, -1.054], [-0.274, 0.835, 1.185], [1.273, 0.354, 1.250], [1.229, -1.063, 1.558], [-2.284, -0.604, -0.929], [2.697, 0.805, -0.554], [-2.227, 0.530, 1.022], [-1.348, -0.200, -0.705], [-1.298, 0.761, -1.242], [-1.360, 0.028, 0.789]],
  "forces_ev_per_angstrom": [[-0.334, -0.728, 1.140], [-0.349, 0.944, -1.804], [-1.239, 0.046, 0.372], [0.264, 0.230, -0.630], [-2.480, 1.559, 0.749], [0.878, 1.978, 0.436], [-1.145, -0.636, -2.050], [0.454, -0.800, 0.874], [-1.348, -1.141, -0.781], [1.492, 1.260, 0.349], [-1.818, 1.477, 0.833], [3.086, -0.995, -0.284], [0.218, -0.278, 0.303], [2.322, -2.917, 0.493]],
  "lowdin_charge": [0.0659, 0.1477, 0.0646, -0.2397, 0.1226, -0.4148, 0.9188, -0.4839, 0.0448, -0.0069, 0.0852, -0.0854, 0.0843, -0.3033],
  "relative_energy_kcal_mol": 55.8,
  "energy_ev": -18168.8231,
  "homo_lumo_gap_ev": 10.38,
  "lumo_ev": 0.893,
  "homo_ev": -9.48
}

***

Record 11
{
  "formula": "C3H8O2S",
  "method": "wB97M-V/def2-TZVPD",
  "symbols": ["H", "O", "H", "O", "H", "H", "C", "S", "C", "C", "H", "H", "H", "H"],
  "coordinates": [[0.755, 0.521, 1.989], [2.864, 0.177, 0.557], [-1.384, -1.340, -2.198], [-0.475, -1.192, -1.864], [0.026, -1.856, -2.285], [0.574, -0.933, 1.215], [-0.672, 0.991, 0.576], [-2.168, -0.085, 0.898], [1.772, 0.497, 0.155], [0.576, 0.197, 1.006], [1.657, 1.056, -0.718], [-0.830, 1.945, 1.186], [-0.746, 1.103, -0.550], [-1.949, -1.081, 0.033]],
  "forces_ev_per_angstrom": [[0.880, 0.662, 1.420], [0.411, -0.068, -0.581], [0.726, 0.238, 0.262], [-1.754, 0.998, 0.397], [1.075, -1.224, -0.747], [-0.770, 1.445, -1.034], [-1.250, -1.550, -0.850], [-0.393, 0.731, 0.566], [0.723, -1.022, 2.984], [-0.453, -0.588, -0.636], [-0.349, 1.001, -2.022], [0.241, -1.342, -1.167], [0.492, 0.535, 1.447], [0.421, 0.182, -0.040]],
  "lowdin_charge": [0.0896, 0.0473, 0.0623, -0.0516, 0.0193, 0.1470, -0.5153, 0.6519, -0.2673, -0.2597, 0.0995, 0.0966, 0.0645, -0.1842],
  "relative_energy_kcal_mol": 35.3,
  "energy_ev": -18169.7122,
  "smiles": "O=CCCS.O",
  "homo_lumo_gap_ev": 9.22,
  "lumo_ev": 0.341,
  "homo_ev": -8.88
}

***

Record 12
{
  "formula": "C3H8O2S",
  "method": "wB97M-V/def2-TZVPD",
  "symbols": ["C", "H", "O", "H", "C", "H", "S", "C", "H", "H", "H", "O", "H", "H"],
  "coordinates": [[1.093, -0.419, 0.918], [1.738, -0.365, 0.002], [-0.822, 0.943, -2.174], [-1.060, 1.289, -1.296], [-0.340, -0.312, 0.543], [-1.038, -0.157, 1.391], [1.903, 1.056, 1.787], [-0.778, -1.520, -0.279], [1.427, -1.215, 1.564], [1.205, 2.096, 1.362], [0.018, -2.141, -0.679], [-1.947, -1.651, -0.533], [-0.832, 1.802, -2.615], [-0.568, 0.595, 0.009]],
  "forces_ev_per_angstrom": [[2.444, 2.491, -0.938], [-0.824, -0.870, 0.584], [-0.227, 1.219, 0.504], [-0.110, -0.658, -0.375], [-0.881, -0.437, 1.281], [0.466, -0.696, -0.044], [-0.125, -0.817, 0.597], [-1.274, 1.838, 0.197], [-0.350, -0.528, 0.020], [-0.481, 0.134, -0.427], [0.266, -0.631, -0.188], [0.353, -0.730, -0.116], [0.186, -0.271, -0.776], [0.556, -0.044, -0.318]],
  "lowdin_charge": [-0.5216, 0.0747, -0.0544, 0.0206, -0.2450, 0.1380, 0.6616, -0.2474, 0.0611, -0.1869, 0.1233, 0.0632, 0.0478, 0.0649],
  "relative_energy_kcal_mol": 36.9,
  "energy_ev": -18169.6464,
  "smiles": "O=CCCS.O",
  "homo_lumo_gap_ev": 9.72,
  "lumo_ev": 0.475,
  "homo_ev": -9.24
}